No. 1
81
Properties=species:S:1:pos:R:3:mulliken_spin:R:1 method="wB97M-V/def2-TZVPD" gap_ev="5.7 / 5.6" total_charge=+4 s2=8.80 e_above_lowest_kcal_mol=0.0 multiplicity=6 max_force_ha_per_bohr=0.0561
Ir -0.08348 0.07996 -0.57857 0.987
S -0.80272 -1.29092 -3.51374 1.146
P 1.69774 0.77549 0.51464 0.151
P -0.91307 -1.17377 1.63610 0.143
P -1.78154 1.49233 -0.43066 0.039
P 0.67813 1.14929 -2.63999 0.017
N -3.11537 -2.49988 2.64974 0.085
N -1.77816 -1.31444 4.28139 0.541
N -0.94874 -3.39784 3.34572 0.273
C -2.65176 -1.78903 1.44836 0.023
C -1.07839 -0.41821 3.36959 0.037
C -1.02056 -2.53123 -4.62531 0.265
C 3.26874 0.66512 -0.39328 0.022
C -2.32596 -3.70998 2.90986 -0.015
C 1.92854 0.16912 -3.55725 0.041
C 2.13097 0.08546 2.12754 0.027
C 1.36357 -2.07769 -0.57085 -0.057
C -2.24418 1.89559 1.26907 0.044
C -0.11330 -4.43238 -5.83693 0.054
C -1.12636 -4.27912 -6.79404 0.231
C -1.57243 3.14133 -1.16255 0.021
C -0.13402 -2.79059 2.30111 0.049
C -3.13324 -1.64118 3.83105 -0.015
C -1.02022 -2.54016 4.54515 -0.013
C 1.47089 2.78887 -2.53384 0.022
C -2.15686 -2.53531 -5.48436 0.094
C -2.17290 -3.34817 -6.60787 0.038
C -3.31238 0.84461 -1.20243 0.056
C -0.07096 -3.60411 -4.72682 0.083
C 1.46854 2.54012 0.92028 0.049
C -0.59154 1.59882 -3.98218 0.057
C 0.29488 -2.84712 -0.98043 0.146
H -2.79999 2.83785 1.18320 -0.001
H 1.52869 3.18841 0.03514 0.002
H -3.63722 -2.18048 4.64245 -0.001
H 1.69835 0.71730 2.91029 0.000
H 0.76712 3.53185 -2.12901 -0.001
H -0.52990 -3.10712 -0.31758 0.074
H 1.79690 -0.95073 2.25908 -0.002
H -3.37000 1.12758 -2.26138 -0.004
H -1.25025 -0.91510 -0.96484 0.200
H 2.91083 0.63775 -3.41067 0.004
H -2.84633 -4.26394 3.70741 0.000
H 0.25724 -3.16316 -2.03330 0.071
H -0.57983 2.67050 -4.19139 0.006
H -4.14028 1.31566 -0.65676 0.005
H 3.36047 -0.21026 -1.03356 0.004
H -0.07077 -0.22551 3.76488 -0.003
H -1.61342 1.33203 -3.68868 -0.010
H -0.68952 3.63266 -0.73435 0.002
H -3.33880 -0.95464 1.23866 -0.004
H -2.70357 -2.47520 0.59041 0.009
H 3.22287 0.13054 2.21526 -0.004
H 1.66496 -2.08269 0.48696 0.003
H -1.60542 0.54138 3.32886 0.011
H -2.28610 -4.32077 2.00278 0.009
H 0.86429 -2.58474 2.71730 -0.011
H 0.01000 -3.52942 1.51384 0.006
H -3.68635 -0.71754 3.63650 0.006
H 2.14484 -1.81456 -1.28654 0.004
H -1.55024 3.12362 -2.26153 -0.001
H 1.73568 3.03814 -3.57762 0.002
H 1.67831 0.13361 -4.62580 0.000
H 0.69946 -3.64104 -3.94760 -0.005
H -1.12727 -4.89932 -7.69685 0.000
H 3.48378 1.56369 -0.96960 -0.003
H -1.51072 -3.08617 5.36767 -0.001
H -2.87070 -1.73446 -5.28750 -0.001
H 2.02874 -0.85813 -3.19503 -0.005
H 4.03999 0.56506 0.37037 0.000
H 0.52432 2.69227 1.45937 0.001
H -2.44980 3.69972 -0.81365 0.001
H 2.36851 2.76953 -1.90272 -0.003
H 0.65498 -5.22805 -5.94631 0.005
H 2.29048 2.76044 1.61333 0.003
H -0.31626 1.03425 -4.88394 -0.005
H -2.87563 1.10059 1.69516 -0.007
H -2.98648 -3.22966 -7.34484 0.004
H -0.00074 -2.28306 4.83553 0.001
H -3.39049 -0.24847 -1.11658 0.002
H -1.33782 2.07044 1.86489 -0.003



No. 2
81
Properties=species:S:1:pos:R:3:mulliken_charge:R:1 method="wB97M-V/def2-TZVPD" gap_ev="2.9 / 2.7" total_charge=+3 e_above_lowest_kcal_mol=65.9 max_force_ha_per_bohr=0.0858
Tl 2.24647 -0.53015 0.09520 1.042
P 2.08529 2.07879 1.21858 0.940
P 2.46206 -0.70068 -2.70388 0.845
P -0.32557 -2.18215 -0.72020 0.719
O 4.45062 -0.57925 0.24604 -0.216
N -3.84776 1.95973 -1.68286 0.162
N -2.26513 3.80037 -2.10179 0.073
N -1.52426 1.77895 -0.92066 0.287
N -3.04958 3.34443 0.18493 0.106
C 1.34091 -1.09095 -4.09472 -1.180
C -1.44767 -2.35569 0.72106 -0.728
C 0.28061 -3.91025 -0.83602 -1.356
C -2.69411 1.06140 -1.46842 -0.480
C 1.74640 3.72847 0.50900 -1.275
C -2.64883 4.38783 -0.79493 -0.683
C 7.15476 -2.86754 1.15468 -0.607
C -1.16496 -0.91541 3.97630 -0.518
C 7.48195 -2.32820 2.40389 -0.622
C -0.23159 -1.84727 4.23868 -0.595
C 3.35282 0.76519 -3.32455 -1.245
C -4.19651 2.59274 -0.38390 -0.701
C 0.96880 2.01189 2.66975 -1.177
C 6.02310 -2.44492 0.45249 -0.643
C 6.62695 -1.41525 3.01702 -0.617
C -1.56323 -2.20095 -2.08490 -1.306
C 5.48599 -0.97027 2.33915 -0.281
C -1.92874 2.40280 0.35661 -0.401
C -1.15453 2.84701 -1.88223 -0.619
C 5.26992 -1.41985 1.03778 1.196
C -3.42853 3.03567 -2.62055 -0.718
C 3.74696 -2.00490 -2.85925 -1.455
C 3.71049 2.34734 2.00285 -1.223
H -2.41018 0.61885 -2.43489 0.167
H 3.26817 -2.99181 -2.83790 0.328
H -0.55790 -4.58007 -1.06954 0.465
H 2.02048 3.71302 -0.55602 0.420
H -1.06747 2.94942 0.77070 -0.256
H 1.49707 2.35553 3.57082 0.489
H -2.07004 -1.14681 3.40178 0.311
H -3.50328 5.06249 -0.95190 0.345
H 0.61882 0.98139 2.83874 0.078
H 4.81964 -0.22079 2.76714 0.220
H -2.24122 1.61018 1.05602 0.317
H 3.94327 0.50403 -4.21104 0.468
H 0.67717 -0.23298 -4.27482 0.374
H 0.65182 -1.61519 4.84483 0.284
H 0.68599 4.00759 0.58638 0.283
H 4.10332 -1.05163 -0.63077 -0.069
H -1.82064 -3.23983 -2.34670 0.502
H -5.02820 3.29324 -0.54574 0.353
H 4.23340 -1.88192 -3.83513 0.492
H 0.08936 2.65198 2.51042 0.575
H 7.80021 -3.61572 0.69608 0.411
H 1.03728 -3.98417 -1.62889 0.344
H 1.91881 -1.29273 -5.00891 0.466
H -4.27184 3.72783 -2.75681 0.359
H -0.90687 2.38173 -2.84842 0.308
H -2.47873 -1.66344 -1.79221 0.478
H -4.48420 1.80362 0.32559 0.317
H 3.92473 3.42737 2.06088 0.451
H -1.08032 0.10989 4.36328 0.324
H -0.34868 -2.88633 3.91958 0.336
H 6.84847 -1.01081 4.00883 0.424
H 4.51256 -1.95936 -2.06999 0.524
H -3.14512 2.57392 -3.57740 0.330
H -1.80161 -3.39627 0.79672 0.474
H -0.94756 -2.07612 1.66096 -0.259
H -1.13417 -1.70490 -2.96901 0.201
H 3.71892 1.91614 3.01822 0.412
H -2.31651 -1.69411 0.58031 0.479
H -1.78930 4.94315 -0.38982 0.314
H -0.28398 3.39661 -1.49147 0.200
H 0.73512 -4.20647 0.11797 0.426
H 4.01840 1.16327 -2.54852 0.332
H 2.35229 4.49533 1.01470 0.515
H 5.77584 -2.82644 -0.53944 0.399
H 0.72658 -1.97017 -3.85972 0.368
H 2.62075 1.53678 -3.59196 0.403
H 4.49600 1.85990 1.40059 0.324
H 8.41610 -2.61273 2.89145 0.437
H -2.98363 0.27271 -0.75683 0.033



No. 3
78
Properties=species:S:1:pos:R:3:mulliken_spin:R:1 method="wB97M-V/def2-TZVPD" gap_ev="4.8 / 4.5" total_charge=+4 s2=2.03 multiplicity=3 max_force_ha_per_bohr=0.2208
W 0.81882 0.45881 0.32419 1.208
P -2.38554 -0.83653 -1.86785 0.017
P 2.92405 0.12636 1.24168 0.029
O 0.39814 3.29044 -0.90359 0.081
O 0.92481 -1.56519 -2.06712 0.088
N -0.48428 -0.08747 1.70517 -0.069
C 1.77870 -0.59739 3.75727 0.023
C -2.20550 -1.50031 -3.61661 0.005
C 4.11339 -0.62903 0.06217 -0.003
C -4.16579 -0.14962 0.23117 0.011
C 4.06872 -0.11267 -1.37726 0.027
C -2.60321 1.21371 -2.22883 0.000
C -4.38691 -2.51161 -0.65687 0.000
C -3.51552 -1.68885 -4.35519 0.001
C 3.52506 2.77155 0.34548 0.048
C -1.56362 1.94033 -3.08720 -0.006
C -1.80629 0.62421 4.66502 0.009
C 2.49462 2.55016 2.66628 0.008
C -1.35973 -0.39713 2.42866 0.171
C 3.40224 1.89771 1.60804 0.186
C 3.06079 -0.70940 2.91538 0.024
C 3.47092 -2.19784 2.84756 0.005
C -1.08023 -0.82833 -4.41409 -0.001
C -3.99312 1.63987 -2.74469 0.000
C -4.10759 -1.03091 -1.03414 0.002
C 0.64131 2.21049 -0.47024 0.084
C -2.19065 -0.44595 3.60385 -0.001
C 5.51585 -0.54340 0.66136 0.002
C 0.86332 -0.74723 -1.19594 -0.030
H -2.08664 -1.46787 4.01260 0.014
H 2.65627 3.42386 0.19926 -0.002
H 5.56732 -0.93285 1.67798 -0.001
H -1.86300 1.64420 4.26003 0.000
H 3.66070 2.19384 -0.57431 -0.005
H 1.42933 2.53879 2.38889 -0.001
H -4.02248 2.74319 -2.86574 0.000
H -5.42287 -2.78166 -0.92493 0.000
H 1.86046 -1.20975 0.91182 0.064
H 4.41462 1.76167 2.03926 0.012
H -3.40805 -2.54935 -5.03044 0.000
H 4.43133 -0.91991 -2.03117 0.000
H -4.19967 -2.71126 0.41794 0.000
H -4.81137 1.35524 -2.06896 0.000
H -3.27102 -0.26635 0.86676 -0.003
H 0.91024 -1.02855 3.24052 -0.016
H 4.11716 -2.43029 1.99690 0.002
H 1.89171 -1.18360 4.68694 0.002
H 2.59858 2.08010 3.65060 0.001
H -4.28977 0.92641 0.02951 0.000
H 4.71925 0.75599 -1.52032 0.002
H 4.03348 -2.43063 3.76778 0.001
H -5.02787 -0.45696 0.84459 0.000
H 1.51767 0.43221 4.04909 0.001
H -0.49003 -1.59969 -4.93381 0.000
H -0.78461 0.48124 5.04595 -0.001
H -3.80301 -0.82013 -4.95429 0.000
H -4.18153 1.19725 -3.73675 0.000
H -2.48966 0.57376 5.51925 0.001
H 2.78423 3.60552 2.76860 0.006
H -4.33987 -1.92388 -3.67711 0.000
H 5.86469 0.49111 0.67796 0.000
H -3.73059 -3.17744 -1.23227 0.000
H 3.85909 -0.11020 3.39646 0.004
H -2.26059 -2.34730 -1.53914 0.002
H 2.59177 -2.86660 2.81002 0.001
H 4.41312 3.41311 0.45500 0.002
H -1.65593 1.67350 -4.14981 0.000
H -0.36312 -0.30906 -3.77066 0.000
H -1.81060 -2.51327 -3.41750 0.001
H -2.47374 1.55785 -1.17838 -0.002
H 6.20511 -1.13075 0.04777 0.000
H -0.53649 1.75177 -2.75547 0.000
H 3.80532 -1.68542 0.02637 0.000
H 3.06829 0.12594 -1.75404 -0.014
H -1.45223 -0.11899 -5.16471 0.000
H -3.22293 -0.28624 3.24401 0.007
H -4.83083 -0.64795 -1.78298 0.000
H -1.72405 3.03461 -3.01273 0.001



No. 4
98
Properties=species:S:1:pos:R:3:mulliken_charge:R:1 method="wB97M-V/def2-TZVPD" gap_ev=9.2 total_charge=0 max_force_ha_per_bohr=0.0619
Ag -0.38512 -0.15618 -0.16613 1.464
S -0.66822 -3.31397 -1.06607 1.357
S 1.18926 0.82226 -3.56619 0.855
S -2.14996 -1.20555 2.82846 1.200
S 2.77969 -2.24714 1.73136 1.014
S -3.51322 1.94159 -1.66302 0.985
P 1.10387 2.78495 0.85222 -1.159
F -3.00647 -3.21902 -2.25619 -0.233
F -1.76485 -4.65782 -3.32312 -0.289
F -1.40464 -2.52486 -3.47872 -0.196
O -4.77527 2.52182 -1.26435 -0.773
O 3.91473 -1.41846 2.12666 -0.816
O 1.61791 1.90148 -4.49354 -0.819
O -2.25604 -0.51402 1.56033 -0.719
O 1.67165 -1.64660 1.01740 -0.731
O -1.30065 -2.09098 -0.53928 -0.745
O 0.66511 -3.07674 -1.57147 -0.714
O 0.89032 1.57997 0.01249 1.705
O -0.11218 0.87534 -2.93631 -0.551
O -2.34352 2.10698 -0.85366 -0.655
O -1.06879 -0.84607 3.73956 -0.841
O -0.91457 -4.51151 -0.26097 -0.741
N 1.38223 4.02439 -0.19292 0.486
N -0.06842 3.35416 1.80821 0.425
N 2.39155 2.61208 1.86791 0.298
C 2.18016 -3.09627 3.19172 -0.728
C 0.85533 4.12065 -1.59367 -0.632
C 2.08440 5.27825 0.29485 -1.205
C 1.47152 -0.79212 -4.33066 -0.324
C -3.15487 -0.13030 -3.36772 0.332
C -0.95500 4.42384 1.44028 -0.771
C 2.57212 0.66682 -2.32719 1.065
C 1.99058 -4.56807 2.87943 -0.400
C 3.26755 -3.81680 0.94246 -0.617
C 3.27248 -4.87755 2.09106 -0.708
C -3.53639 -3.23501 2.03619 -0.478
C -3.77465 -1.23722 3.54590 -0.946
C -0.50680 2.57323 2.93612 -0.884
C -4.53827 -2.40634 2.89043 -0.787
C 2.76491 3.53851 2.97161 -1.266
C -3.63271 1.08017 -4.14234 -0.937
C -3.12939 2.26818 -3.35899 -0.275
C 3.54425 1.92469 1.26139 -0.710
C -1.75303 -3.45778 -2.61906 0.317
C 2.84953 -1.28798 -3.86069 -1.023
C -3.70730 0.12898 -1.93046 0.185
C -2.17050 -2.99218 2.65125 -0.315
C 2.95125 -0.79543 -2.40538 0.098
H 2.85945 -2.90880 4.03122 0.426
H -1.33167 1.97318 2.54044 0.176
H -2.06329 -0.15603 -3.43582 -0.366
H 2.80598 -2.36874 -3.84696 0.416
H -3.19952 1.08967 -5.13966 0.424
H 2.45120 -4.02216 0.21148 0.127
H 4.19402 -3.68823 0.39269 0.516
H -3.57108 -2.92525 0.98519 -0.004
H 1.38216 -0.65709 -5.38195 0.626
H -4.23926 -0.25536 3.35343 0.370
H -0.45277 5.26810 0.88398 0.274
H 2.08916 1.11202 -1.44114 -1.408
H -3.61484 -1.32898 4.58832 0.516
H 4.16919 -4.74046 2.79516 0.265
H 3.69898 -0.87931 -4.35147 0.434
H -2.04446 2.31346 -3.39405 -0.045
H -1.34343 -3.41346 2.02824 -0.284
H 3.28552 0.91760 0.92985 -0.137
H 1.97169 4.25640 3.19903 0.389
H -1.81507 4.05770 0.88852 0.067
H 3.34132 1.36406 -2.64569 0.468
H 1.91288 -5.08035 3.83860 0.394
H -2.21233 -3.45804 3.63572 0.540
H 0.33986 1.88709 3.13564 0.289
H 0.13335 4.94017 -1.52547 0.442
H 3.67749 2.39892 0.25904 0.339
H 1.10202 -4.63349 2.27920 0.121
H 1.54437 4.37625 -2.44953 0.291
H -4.74862 -0.17327 -1.80732 0.457
H -5.05966 -2.99056 3.59785 0.292
H 4.43907 2.03856 1.91300 0.437
H 3.64061 4.11203 2.66743 0.450
H -4.75020 1.11732 -4.23702 0.310
H 2.24515 -1.41971 -1.77263 -0.302
H 1.76425 5.54388 1.26635 0.488
H -1.39089 4.86498 2.33073 0.356
H 3.51508 -5.85900 1.75424 0.424
H 0.71728 -1.47901 -3.94026 -0.254
H -3.79074 -4.28660 2.03257 0.604
H -3.46294 -1.09505 -3.82847 0.369
H -3.54638 3.28573 -3.62563 0.466
H -3.01606 -0.32023 -1.20474 -0.662
H 0.34390 3.21254 -1.84532 -0.265
H 1.21755 -2.69744 3.47002 0.173
H 1.97844 6.07251 -0.44886 0.388
H 3.99126 -0.99981 -2.07660 0.515
H 2.94724 2.93484 3.83273 0.355
H -5.29433 -2.02014 2.22704 0.361
H 3.14856 5.06928 0.42806 0.224
H -0.77907 3.24391 3.79367 0.352



No. 5
81
Properties=species:S:1:pos:R:3:mulliken_charge:R:1 method="wB97M-V/def2-TZVPD" gap_ev=8.4 total_charge=+2 max_force_ha_per_bohr=0.0877
P -0.07894 -2.48926 -0.39824 1.202
P -0.10157 2.37994 0.02455 1.159
Al -0.23858 -0.12488 0.34282 1.955
O -0.26144 -0.73406 2.23178 -0.586
O 3.21690 0.23341 0.29718 -0.293
N -1.59906 -0.66428 4.10009 0.418
N -0.03534 0.03098 -1.90664 -0.127
N 0.29209 0.71790 3.91166 0.831
C 1.66512 -3.21725 1.70023 -0.775
C 1.40666 -3.45476 0.20486 0.192
C 0.41931 1.31896 -2.55811 -1.144
C -1.66211 3.28801 0.48471 0.185
C -0.09360 2.54863 -1.80667 -1.055
C -1.83634 -4.69853 -0.97595 -1.401
C 1.72684 0.36262 3.85753 -0.893
C 1.36540 3.41453 0.52430 0.245
C -2.28162 0.25635 5.01430 -0.719
C -1.27203 1.05187 5.81254 -0.666
C -1.70413 -2.10607 4.35276 -0.745
C -1.78020 3.50370 1.99223 -1.177
C 0.09060 -2.45657 -2.20203 -1.040
C 1.64554 3.21469 2.01308 -1.342
C -0.16475 1.63889 4.96616 -0.473
C -1.92240 -3.68254 1.33291 -0.963
C -0.55428 -0.20446 3.38594 -1.125
C -1.94419 4.58250 -0.28220 -1.423
C 1.31079 4.90412 0.16786 -1.601
C 0.47570 -1.10102 -2.76849 -0.951
C 2.07305 0.15497 0.44095 0.250
C -1.65609 -3.43016 -0.14640 0.233
C 1.37142 -4.94778 -0.14060 -1.660
H -0.82037 0.39406 6.56852 0.278
H 1.91480 -0.57883 4.40290 0.189
H 0.64060 -5.49337 0.47705 0.284
H -2.70753 -2.46928 4.08298 0.354
H 2.18346 2.94505 -0.05221 0.468
H 1.16530 -5.12927 -1.20564 0.382
H -1.90372 4.45895 -1.36820 0.308
H 1.02719 5.08612 -0.87627 0.366
H 1.00332 3.84628 2.64696 0.287
H -2.84843 -5.08087 -0.79366 0.465
H -1.79090 -0.02734 0.50933 -1.134
H -0.01891 -0.93972 -3.74728 0.497
H -1.11827 2.80542 -2.13797 0.550
H -1.26176 5.38972 0.00336 0.258
H -0.97408 0.03062 -2.22268 0.363
H -2.96137 4.90851 -0.03342 0.478
H -2.77960 3.89784 2.22100 0.579
H -1.13212 -5.48580 -0.68987 0.259
H 2.31737 5.32314 0.31102 0.447
H 0.70968 1.89097 5.57240 0.526
H 1.57097 -0.99500 -2.89294 0.336
H 1.49133 2.17489 2.32341 0.056
H 1.52288 1.32462 -2.66349 0.356
H -2.90238 -4.15876 1.46449 0.496
H -1.53089 -2.31113 5.42271 0.433
H -2.92877 -0.33925 5.65566 0.482
H 0.80245 -3.51463 2.31931 0.090
H -2.38062 -2.67566 -0.49635 0.427
H -1.74674 -4.51290 -2.04784 0.311
H -1.66571 2.57112 2.55669 -0.024
H -0.04499 1.30458 -3.57054 0.541
H 2.03849 0.22043 2.81069 0.141
H 2.36429 -5.37070 0.07692 0.495
H -1.17719 -4.35057 1.78683 0.233
H -2.40464 2.52825 0.18791 0.491
H -1.05611 4.23895 2.36883 0.233
H -0.50915 2.57090 4.47760 0.044
H 0.88053 -3.14938 -2.50503 0.389
H 0.63456 5.45888 0.83432 0.314
H 1.90280 -2.16178 1.90249 -0.006
H 2.69107 3.48014 2.23138 0.529
H 2.22953 -2.98161 -0.36438 0.534
H -0.94885 -2.65546 3.77426 0.090
H 0.56672 3.38068 -2.09203 0.272
H -1.78098 1.84544 6.36100 0.423
H -2.91182 0.93908 4.41698 0.291
H -0.84752 -2.81191 -2.65443 0.471
H 2.53267 -3.82009 2.01267 0.555
H -1.94149 -2.73769 1.88489 -0.124
H 2.31024 1.16432 4.31668 0.410